(1)
DFT (ωB97M-V/def2-TZVPD) results for C36H32FeN2OP2S2 as an isolated structure.

Summary:
Frontier orbital gap (alpha / beta)   8.701 / 7.179 eV
Spin multiplicity   6
<S²>   8.77
Total charge   +1
HOMO level (alpha / beta)   -10.61 / -10.74 eV

```
76
Properties=species:S:1:pos:R:3:forces:R:3:lowdin_spin:R:1
Fe 1.336 -1.985 0.094 -0.189 0.385 -0.348 3.9022
S 3.405 -1.859 -0.830 -0.019 -0.039 -0.097 0.1912
P 2.720 0.091 -0.866 -0.556 0.634 -0.246 0.0603
C 1.099 0.196 -0.256 0.574 -1.306 0.436 0.3672
P 0.721 0.166 1.424 0.084 0.686 0.068 0.0636
S 1.250 -1.613 2.343 -0.042 0.160 0.142 0.2094
C 1.400 1.546 2.375 0.042 0.202 0.088 0.0177
C 2.341 1.391 3.386 0.089 0.075 0.005 0.0039
C 2.817 2.508 4.069 -0.043 -0.084 -0.081 0.0011
C 2.351 3.774 3.747 0.003 -0.008 0.007 0.0007
C 1.413 3.935 2.732 0.013 -0.047 -0.018 0.0007
C 0.942 2.827 2.047 -0.007 0.000 0.015 0.0043
C -1.066 0.370 1.570 -0.203 -0.042 -0.129 0.0000
C -1.738 1.066 0.566 -0.090 -0.032 -0.014 0.0034
C -3.095 1.340 0.700 0.019 -0.061 0.021 0.0005
C -3.785 0.897 1.823 0.018 -0.011 -0.010 0.0000
C -3.122 0.177 2.813 0.086 -0.008 -0.061 0.0002
C -1.763 -0.085 2.689 -0.095 0.113 -0.010 0.0017
C 3.877 1.178 -0.040 0.260 0.046 0.225 0.0099
C 3.655 2.557 -0.089 0.068 -0.022 0.073 0.0035
C 4.474 3.409 0.635 -0.038 -0.061 -0.029 0.0004
C 5.511 2.891 1.405 0.000 0.024 0.001 0.0005
C 5.733 1.524 1.453 -0.028 -0.012 -0.026 0.0007
C 4.913 0.664 0.731 0.077 0.045 0.049 0.0026
C 2.680 0.598 -2.597 0.007 -0.023 -0.114 0.0060
C 3.826 1.122 -3.188 0.026 -0.017 -0.061 0.0010
C 3.827 1.440 -4.541 -0.010 -0.011 0.060 0.0005
C 2.686 1.230 -5.301 -0.022 0.000 -0.001 0.0004
C 1.540 0.706 -4.714 0.033 -0.003 0.048 0.0004
C 1.532 0.389 -3.363 0.064 0.088 0.010 0.0018
H 2.710 0.405 3.640 -0.022 -0.005 -0.002 0.0023
H 3.552 2.384 4.856 -0.042 -0.009 -0.042 0.0001
H 2.717 4.639 4.288 -0.021 -0.056 -0.037 0.0000
H 1.049 4.924 2.478 0.018 -0.077 0.014 0.0001
H 0.211 2.958 1.256 0.015 -0.010 0.039 0.0010
H -1.197 1.377 -0.323 -0.041 -0.026 0.095 0.0033
H -3.611 1.892 -0.077 0.037 -0.043 0.064 0.0000
H -4.843 1.116 1.929 0.090 -0.020 -0.001 0.0000
H -3.661 -0.170 3.687 0.043 0.030 -0.062 0.0000
H -1.246 -0.635 3.467 0.016 -0.001 -0.021 0.0023
H 2.845 2.962 -0.687 0.015 -0.032 0.006 0.0011
H 4.306 4.478 0.600 -0.005 -0.045 -0.002 0.0000
H 6.149 3.560 1.970 -0.032 -0.020 -0.033 0.0000
H 6.542 1.124 2.051 -0.033 0.009 -0.030 0.0000
H 5.078 -0.406 0.768 0.002 0.028 0.015 0.0023
H 4.720 1.286 -2.597 -0.026 -0.010 -0.018 0.0001
H 4.719 1.852 -4.998 -0.044 -0.019 0.032 0.0000
H 2.688 1.481 -6.355 -0.004 -0.018 0.039 0.0000
H 0.651 0.548 -5.313 0.036 0.014 0.044 0.0000
H 0.635 0.001 -2.896 0.006 -0.022 0.037 0.0003
C -4.874 -3.852 -0.250 0.224 0.154 0.124 0.0007
N -3.630 -3.284 0.304 -0.282 -0.242 -0.370 0.0059
N -2.637 -2.860 -0.560 -0.251 0.188 -0.156 0.0088
C -1.436 -3.014 0.057 0.276 0.292 -0.299 0.0105
O -0.377 -2.575 -0.507 -0.235 -0.587 0.132 0.0991
C -1.671 -3.631 1.305 0.270 0.007 -0.034 0.0038
C -3.021 -3.806 1.397 -0.316 0.006 0.339 -0.0005
C -3.830 -4.461 2.467 0.114 0.024 -0.066 -0.0002
C -2.923 -1.980 -1.663 0.175 -0.280 0.122 0.0004
C -4.006 -1.118 -1.604 -0.020 0.172 0.114 0.0005
C -4.265 -0.279 -2.679 -0.005 0.031 -0.028 0.0000
C -3.439 -0.288 -3.796 -0.051 -0.029 0.068 0.0005
C -2.354 -1.154 -3.836 0.053 -0.020 -0.016 0.0000
C -2.095 -2.013 -2.779 -0.114 0.000 -0.022 0.0005
H -4.985 -3.527 -1.278 0.018 0.080 -0.051 0.0000
H -5.720 -3.488 0.326 -0.039 -0.006 0.033 0.0001
H -4.845 -4.939 -0.227 0.035 -0.056 0.013 0.0002
H -0.922 -3.878 2.040 -0.076 0.024 -0.056 0.0003
H -3.213 -4.626 3.346 -0.007 0.005 -0.031 0.0000
H -4.216 -5.428 2.138 0.026 0.025 -0.030 -0.0001
H -4.681 -3.839 2.747 0.009 0.011 -0.004 -0.0001
H -4.621 -1.071 -0.712 0.031 -0.032 -0.063 0.0000
H -5.115 0.393 -2.636 0.048 -0.038 -0.004 0.0000
H -3.645 0.368 -4.634 0.019 -0.043 0.084 0.0000
H -1.707 -1.174 -4.706 -0.048 -0.016 0.058 0.0000
H -1.266 -2.703 -2.819 0.024 -0.008 0.004 -0.0001
```
Forces are in eV/Å.

---

(2)
DFT (ωB97M-V/def2-TZVPD) results for C21H28N6O2S as an isolated structure.

Summary:
Frontier orbital gap   6.291 eV
Total charge   0
HOMO level   -6.13 eV

```
58
Properties=species:S:1:pos:R:3:forces:R:3:mulliken_charge:R:1
C 2.092 -4.533 2.772 -0.151 0.285 0.113 -1.1346
N 1.226 -3.735 3.645 0.272 -1.335 0.414 0.0884
C 0.814 -4.479 4.857 0.168 0.629 -0.166 -1.1267
C 0.997 -2.387 3.450 -0.658 0.587 0.207 1.3845
C 1.168 -1.775 2.176 -0.752 0.833 0.695 -0.8665
C 0.686 -0.473 1.946 0.285 -0.371 1.074 -0.5136
C 0.100 0.301 2.962 0.656 0.598 0.463 -0.4830
C -0.521 1.678 2.683 -1.730 -1.495 2.747 -0.3839
C -1.339 1.822 1.518 -1.644 0.304 -2.542 -0.5767
C -1.264 3.004 0.662 0.403 -1.666 0.554 0.5863
O -0.345 3.831 0.645 -0.130 0.289 0.582 -0.7293
N -2.349 3.196 -0.224 -1.469 -0.393 -0.534 0.1328
C -2.571 4.542 -0.735 -0.018 -0.078 0.096 -1.2591
C -3.332 2.244 -0.486 1.206 -0.267 0.485 0.0532
S -4.841 2.586 -1.157 0.825 0.136 0.201 -0.3226
N -2.936 0.953 -0.137 -1.183 0.413 -0.291 0.1294
C -3.848 -0.119 -0.613 -0.097 0.333 0.058 -1.0727
C -2.190 0.709 1.060 0.117 0.350 0.871 0.3025
O -2.343 -0.390 1.602 0.377 0.859 -0.356 -0.7031
C 0.035 -0.271 4.240 0.308 -0.557 -0.201 -0.0711
C 0.461 -1.576 4.501 0.230 -0.010 -1.101 -1.0563
H 2.720 -3.868 2.165 -0.073 -0.325 0.204 0.3610
H 2.738 -5.177 3.402 -0.195 0.373 -0.358 0.3900
H 1.519 -5.195 2.094 0.143 0.294 0.235 0.2777
H -0.083 -4.013 5.298 0.374 -0.306 -0.195 0.3549
H 0.585 -5.542 4.628 0.080 0.743 -0.175 0.3691
H 1.627 -4.491 5.616 -0.376 0.088 -0.245 0.3331
H 1.573 -2.325 1.346 0.030 -0.143 -0.131 0.3113
H 0.764 -0.027 0.975 0.032 0.012 -0.514 0.5545
H -0.763 2.075 3.900 -2.692 -3.445 -0.766 0.4667
H -3.091 4.474 -1.690 0.147 0.082 0.094 0.4347
H -3.212 5.088 -0.037 0.026 0.151 -0.102 0.3305
H -1.603 5.024 -0.825 -0.031 0.050 -0.010 0.3512
H -3.373 -1.109 -0.546 -0.038 0.614 0.103 0.2686
H -4.790 -0.101 -0.023 0.590 -0.154 -0.374 0.3402
H -4.094 0.157 -1.658 0.117 -0.461 0.661 0.4270
H -0.373 0.289 5.078 -0.159 0.033 -0.164 0.3793
H 0.315 -1.992 5.488 0.108 0.071 -0.012 0.3229
C 2.162 3.966 4.368 -0.558 -0.287 0.434 -0.8823
C 1.495 2.894 3.483 0.556 0.298 -0.967 -0.4287
N 0.013 2.904 3.230 3.727 7.612 1.713 0.6026
C -0.596 4.140 3.657 1.285 -2.925 -1.359 0.3389
N 0.133 5.185 4.070 0.753 0.367 0.346 0.0751
C 1.560 5.324 4.097 0.141 0.104 -0.472 -0.5802
C -0.631 6.403 4.174 0.554 0.755 -0.113 -0.7059
C -2.070 5.921 4.035 -0.799 0.206 -0.342 -0.4804
N -1.890 4.493 3.754 0.069 -0.994 -0.473 -0.1279
H 2.071 3.706 5.430 -0.114 0.118 -0.125 0.3351
H 3.229 4.007 4.144 -0.054 -0.269 -0.068 0.3808
H 1.976 2.997 2.513 -0.208 -0.260 -0.381 0.2741
H 1.712 1.893 3.842 0.123 -0.026 0.180 0.3362
H 1.764 6.075 4.877 0.246 -0.363 -0.225 0.3567
H 1.910 5.731 3.126 -0.049 -0.135 0.340 0.3206
H -0.389 6.926 5.122 -0.348 -0.404 -0.319 0.3517
H -0.295 7.099 3.367 -0.511 -0.415 0.329 0.3020
H -2.667 6.091 4.949 0.270 -0.201 -0.461 0.3523
H -2.566 6.413 3.172 0.161 -0.302 0.610 0.2656
H -2.610 3.800 3.687 -0.345 -0.002 -0.264 0.2631
```
Forces are in eV/Å.

---

(3)
DFT (ωB97M-V/def2-TZVPD) results for one molecule with the formula C6H6F3NO2.

Summary:
Frontier orbital gap   10.825 eV
Total charge   0
HOMO level   -10.32 eV

```
18
Properties=species:S:1:pos:R:3:forces:R:3:mulliken_charge:R:1
O 0.252 -2.632 -0.324 0.349 0.918 -0.101 -0.5772
C 0.632 -1.483 -0.490 -0.546 -0.683 0.097 0.2280
N -0.069 -0.385 -0.157 0.033 0.457 0.062 -0.1200
C -1.377 -0.529 0.476 -0.292 -0.481 -0.444 -0.8725
C -1.939 0.766 0.810 -0.917 2.648 0.578 0.1551
C -2.377 1.882 1.059 0.968 -2.424 -0.550 0.5129
C -2.928 3.192 1.422 -0.061 -0.526 0.281 -0.7432
O -2.346 3.739 2.580 0.112 0.035 0.347 -0.5251
C 2.001 -1.214 -1.140 0.082 0.373 0.076 0.8842
F 2.975 -1.714 -0.384 0.043 -0.025 -0.016 -0.2453
F 2.066 -1.768 -2.346 0.015 0.004 -0.037 -0.2420
F 2.234 0.119 -1.279 -0.020 -0.344 -0.025 -0.2928
H 0.280 0.559 -0.320 -0.061 -0.635 0.040 0.2953
H -2.066 -1.061 -0.206 0.321 0.163 0.225 0.3075
H -1.294 -1.154 1.365 0.088 -0.023 0.054 0.3210
H -4.004 3.081 1.536 -0.281 0.022 -0.015 0.2846
H -2.754 3.895 0.635 0.115 0.430 -0.526 0.3092
H -2.467 3.112 3.303 0.052 0.090 -0.046 0.3204
```
Forces are in eV/Å.

---

(4)
DFT (ωB97M-V/def2-TZVPD) results for C21H40P2Tc as an isolated structure.

Summary:
Frontier orbital gap (alpha / beta)   6.292 / 5.519 eV
Spin multiplicity   4
<S²>   4.06
Total charge   +2
HOMO level (alpha / beta)   -14.55 / -14.74 eV

```
64
Properties=species:S:1:pos:R:3:forces:R:3:lowdin_spin:R:1
P 0.078 -1.326 -4.310 0.198 -0.603 -2.915 0.3319
P 0.111 1.699 -4.202 -0.347 0.906 -2.817 0.3353
C -0.249 -0.461 -5.939 -0.265 0.546 0.413 0.0157
C 0.323 0.953 -5.908 0.274 -0.618 0.357 0.0160
H -1.337 -0.454 -6.102 0.291 0.059 0.038 -0.0004
H 0.217 -1.050 -6.740 -0.227 -0.033 0.234 0.0069
H 1.397 0.962 -6.147 -0.291 -0.068 0.062 -0.0004
H -0.196 1.597 -6.629 0.240 0.012 0.220 0.0067
C -1.518 2.495 -4.550 -0.332 -0.323 1.019 0.0457
H -1.722 3.225 -3.756 -0.173 -0.156 -0.249 0.0001
H -2.308 1.734 -4.560 0.066 0.298 0.003 -0.0003
H -1.478 3.004 -5.523 0.138 -0.177 0.339 0.0097
C 1.177 3.168 -4.490 0.479 -0.138 1.055 0.0656
H 0.874 3.689 -5.409 -0.056 -0.292 0.259 0.0138
H 2.221 2.836 -4.574 -0.227 0.251 0.042 -0.0003
H 1.075 3.839 -3.627 0.194 0.025 -0.321 0.0004
C -0.996 -2.783 -4.618 -0.406 0.053 1.060 0.0661
H -0.823 -3.512 -3.817 -0.206 -0.011 -0.291 0.0004
H -0.764 -3.233 -5.593 0.074 0.260 0.257 0.0141
H -2.044 -2.457 -4.595 0.211 -0.248 -0.007 -0.0002
C 1.689 -2.071 -4.815 0.374 0.241 1.006 0.0442
H 2.467 -1.297 -4.832 -0.074 -0.289 -0.007 -0.0003
H 1.589 -2.520 -5.812 -0.115 0.147 0.355 0.0098
H 1.959 -2.843 -4.083 0.153 0.163 -0.256 0.0001
Tc 0.131 -0.476 2.153 0.187 1.555 5.958 1.7618
C 0.778 1.263 1.141 0.465 0.470 -0.272 -0.0247
C -0.645 1.252 1.224 -0.834 0.493 -0.593 -0.0515
C -1.528 0.892 0.038 -0.591 0.716 -0.326 0.0024
C -1.761 -0.612 -0.193 -0.619 -0.058 0.066 0.0111
C -0.828 -1.528 0.575 0.677 -1.059 -2.103 0.0228
C 0.574 -1.545 0.347 -1.094 -1.503 -2.297 0.1790
C 1.290 -0.607 -0.599 0.657 -0.338 -0.375 0.0467
C 1.507 0.851 -0.120 0.609 0.526 -0.282 0.0235
C 0.192 -2.356 3.092 -0.021 -1.818 0.247 -0.2245
H 1.305 1.986 1.781 -0.190 -0.481 -0.194 0.0041
H -1.113 1.934 1.951 0.328 -0.389 -0.294 0.0059
H -1.170 1.374 -0.891 0.078 -0.149 0.383 -0.0002
H -2.515 1.342 0.239 0.428 -0.100 -0.203 0.0002
H -2.794 -0.848 0.117 0.466 0.005 -0.058 0.0004
H -1.731 -0.858 -1.271 0.198 0.048 0.360 0.0017
H -1.301 -2.461 0.909 0.413 0.343 0.261 0.0062
H 1.107 -2.488 0.538 -0.247 0.514 0.342 0.0135
H 0.831 -0.624 -1.605 -0.289 0.063 0.512 0.0163
H 2.287 -1.051 -0.765 -0.343 0.196 0.113 0.0013
H 2.588 0.986 0.055 -0.453 0.017 -0.013 0.0004
H 1.260 1.542 -0.945 -0.024 -0.147 0.242 0.0047
H 0.932 -2.339 3.911 0.075 0.410 -0.480 -0.0159
H 0.408 -3.225 2.453 -0.042 0.287 0.160 -0.0041
H -0.782 -2.543 3.578 0.028 0.367 -0.359 -0.0149
C 1.205 -0.392 7.037 0.449 -0.142 -0.121 0.0108
C -0.062 0.376 6.651 -0.022 0.323 -0.113 0.0234
C -1.302 -0.395 7.107 -0.444 -0.227 -0.126 0.0113
C -0.049 1.741 7.340 0.096 0.411 0.158 0.0038
C -0.098 0.509 5.165 0.046 -0.532 0.854 0.1945
C -0.060 0.353 3.944 0.186 0.209 -0.627 0.0038
H 1.242 -0.550 8.126 -0.119 0.103 -0.364 0.0017
H 2.092 0.180 6.743 -0.077 -0.156 0.095 0.0002
H 1.242 -1.368 6.543 -0.001 0.089 0.113 0.0003
H -1.285 -0.539 8.198 0.106 0.111 -0.370 0.0018
H -2.205 0.165 6.846 0.033 -0.126 0.090 0.0003
H -1.353 -1.378 6.628 -0.011 0.085 0.100 0.0002
H 0.832 2.324 7.060 -0.104 -0.056 0.009 0.0002
H -0.941 2.322 7.100 0.039 -0.031 -0.006 0.0002
H -0.023 1.600 8.431 -0.015 -0.035 -0.344 0.0002
```
Forces are in eV/Å.

---

ΔE to the lowest compared entry with this formula, charge and spin values, unit kJ/mol, following the record order: 15.1 574.2 114.7 0.0.
Maximum force values, unit Eh/bohr, following the record order: 0.029 0.168 0.056 0.120.